Record 1
A cluster of 16 separate species, C5H41NO15 in total at a distorted geometry. Source: the Open Molecules 2025 dataset; level of theory: ωB97M-V/def2-TZVPD.

```
62
Properties=species:S:1:pos:R:3:nbo_charge:R:1
C 1.081 2.743 0.566 -0.41
N 0.107 1.991 -0.323 -0.65
C 0.537 1.908 -1.720 0.22
C 0.339 0.807 -2.413 -0.32
C 0.903 0.578 -3.783 -0.64
C 1.065 3.203 -2.294 -0.68
H 2.097 2.459 0.125 0.18
H 0.813 3.857 0.514 0.21
H 0.850 2.260 1.505 0.20
H -0.153 1.084 0.176 0.35
H 0.135 -0.157 -1.849 0.19
H 1.866 1.093 -3.842 0.21
H 1.059 -0.468 -4.012 0.22
H 0.358 1.006 -4.547 0.21
H 2.066 3.292 -2.179 0.22
H 0.857 4.146 -1.730 0.24
H 0.851 3.405 -3.293 0.24
H 2.857 -3.873 1.199 0.47
H 1.805 -3.016 1.673 0.50
O 2.054 -3.491 0.864 -1.00
H -3.193 0.482 -2.119 0.47
H -1.917 0.568 -3.007 0.49
O -2.881 0.556 -3.073 -0.96
H 0.363 -2.395 2.713 0.51
H 1.096 -2.820 4.083 0.50
O 1.034 -3.003 3.133 -0.98
H 3.303 -0.669 1.219 0.51
H 4.677 -1.259 1.571 0.47
O 3.904 -1.014 1.947 -0.97
H -1.269 -4.683 0.708 0.47
H -0.785 -5.058 -0.817 0.50
O -1.592 -4.765 -0.298 -0.98
H 3.199 0.258 3.295 0.50
H 1.871 0.804 2.743 0.49
O 2.803 1.013 2.686 -0.99
H -3.788 1.845 0.266 0.50
H -3.822 3.430 0.574 0.48
O -3.376 2.644 0.778 -0.98
H -3.458 -2.799 -1.537 0.50
H -3.226 -1.585 -2.497 0.49
O -3.256 -1.839 -1.631 -0.98
H 1.583 -4.157 -1.315 0.49
H 0.730 -3.837 -2.450 0.46
O 0.956 -4.554 -1.977 -0.95
H -0.341 -2.531 0.716 0.50
H -0.796 -0.981 0.659 0.47
O -0.946 -1.865 1.063 -0.97
H -3.828 -0.747 -0.124 0.52
H -2.752 -0.599 0.973 0.48
O -3.439 -0.158 0.554 -1.00
H 0.194 0.521 4.382 0.47
H -0.834 0.401 3.207 0.49
O 0.045 -0.011 3.594 -1.02
H 4.195 0.712 1.247 0.52
H 3.953 1.186 -0.302 0.48
O 4.362 0.578 0.304 -1.00
H -3.089 3.103 -1.576 0.46
H -1.808 3.227 -0.916 0.49
O -2.372 3.755 -1.512 -0.95
H -1.809 1.525 2.234 0.49
H -3.008 0.622 2.790 0.51
O -2.234 1.272 3.076 -0.93
```

Summary:
LUMO level	-0.088	eV
maximum force	5.235	eV Å⁻¹
ΔE to the lowest compared entry with this formula, charge and spin	6.004	eV
orbital gap	8.535	eV
HOMO energy	-8.624	eV

***

Record 2
A structure of composition C31H52O3OsP2S at a distorted geometry. Source: the Open Molecules 2025 dataset; level of theory: ωB97M-V/def2-TZVPD.

```
90
Properties=species:S:1:pos:R:3:mulliken_spin:R:1
Os -1.111 -0.083 -2.755 1.20
C -2.389 1.699 -0.957 0.14
C -2.924 0.828 -1.996 -0.16
C -2.119 -0.462 -0.200 0.18
C -1.978 0.910 0.137 0.06
C -2.786 -0.558 -1.495 0.22
C -2.453 3.176 -0.999 0.00
H -2.292 3.551 -2.018 0.00
H -1.693 3.626 -0.351 0.00
H -3.433 3.552 -0.670 0.01
C -1.639 1.417 1.495 0.06
H -1.457 2.497 1.493 0.00
H -0.746 0.919 1.898 -0.01
H -2.455 1.232 2.212 0.00
C -1.836 -1.597 0.712 0.08
H -2.573 -1.632 1.531 0.01
H -0.835 -1.527 1.168 -0.02
H -1.895 -2.549 0.166 0.00
C -3.641 -1.698 -1.939 -0.03
H -4.388 -1.353 -2.662 0.00
H -4.178 -2.113 -1.080 0.00
H -3.027 -2.489 -2.377 0.00
C -3.942 1.242 -3.006 0.00
H -4.889 1.490 -2.501 0.00
H -4.111 0.443 -3.728 0.00
H -3.598 2.126 -3.554 0.00
C 0.767 0.621 -2.997 0.06
C -0.163 1.634 -3.419 -0.05
C -0.398 1.895 -4.893 0.04
C -1.051 0.697 -5.626 0.00
C -1.560 -0.367 -4.657 0.09
C -0.705 -1.438 -4.158 -0.04
C 0.781 -1.489 -4.459 0.04
C 1.521 -0.208 -4.025 0.05
H 0.552 2.179 -5.383 0.00
H -0.346 0.286 -6.368 0.00
H -1.058 2.773 -4.991 0.00
H 1.790 0.380 -4.913 0.00
H 1.252 0.731 -2.022 0.09
H -0.264 2.525 -2.787 0.01
H 2.462 -0.515 -3.549 0.00
H 1.226 -2.347 -3.932 0.00
H -1.201 -2.405 -4.117 0.00
H 0.938 -1.676 -5.534 0.00
H -1.931 1.086 -6.162 -0.01
H -2.615 -0.628 -4.812 0.01
P 1.912 2.453 0.126 0.60
C 1.913 3.221 1.772 0.08
H 2.778 3.880 1.892 0.03
H 1.904 2.447 2.547 -0.01
H 0.986 3.804 1.857 0.00
C 3.214 1.159 0.274 0.11
H 3.821 1.344 1.176 0.02
H 3.835 1.162 -0.635 0.00
H 2.720 0.173 0.359 -0.02
C 2.780 3.686 -0.905 0.07
H 3.076 3.224 -1.854 0.00
H 3.657 4.087 -0.384 0.03
H 2.080 4.499 -1.136 0.00
P 1.813 -3.334 -0.322 0.01
C 0.509 -4.402 -0.993 0.00
H 0.963 -5.323 -1.384 0.00
H -0.019 -3.879 -1.798 0.00
H -0.196 -4.654 -0.188 0.00
C 3.222 -3.557 -1.448 0.00
H 3.053 -2.995 -2.376 0.00
H 3.350 -4.625 -1.681 0.00
H 4.129 -3.183 -0.956 0.00
C 2.338 -4.183 1.195 0.00
H 2.687 -5.202 0.967 0.00
H 1.510 -4.228 1.912 0.00
H 3.153 -3.620 1.664 0.00
C -0.363 1.171 9.019 0.00
C -0.024 0.669 7.647 0.01
C -0.019 -0.704 7.382 0.00
C 0.306 -1.185 6.110 0.01
C 0.634 -0.292 5.098 0.14
C 0.643 1.078 5.349 0.00
C 0.309 1.553 6.617 0.00
S 1.030 -0.902 3.408 0.34
O 2.185 -0.114 2.975 0.23
O 1.186 -2.351 3.519 0.26
O 1.407 -1.904 -0.140 0.01
H -1.312 0.749 9.369 0.00
H 0.407 0.888 9.746 0.00
H -0.446 2.261 9.017 0.00
H -0.272 -1.404 8.177 0.00
H 0.308 -2.260 5.923 0.01
H 0.915 1.785 4.564 0.01
H 0.307 2.626 6.816 0.00
```

Summary:
spin multiplicity	5
LUMO level (spin up / spin down)	-5.842 / -9.340	eV
maximum force	4.882	eV Å⁻¹
ΔE to the lowest compared entry with this formula, charge and spin	0.000	eV
orbital gap (spin up / spin down)	7.170 / 4.293	eV
HOMO energy (spin up / spin down)	-13.012 / -13.633	eV
total charge	+2

***

Record 3
A structure of composition C26H28N10O4SSeY at a distorted geometry. Source: the Open Molecules 2025 dataset; level of theory: ωB97M-V/def2-TZVPD.

```
71
Properties=species:S:1:pos:R:3:lowdin_charge:R:1
Y 1.063 -0.356 0.378 1.47
N 2.699 1.599 0.689 -0.03
C 3.142 2.455 -0.416 -0.21
C 1.958 2.811 -1.303 -0.20
N 1.194 1.624 -1.725 -0.10
C 1.687 1.014 -2.970 -0.20
C 2.935 0.168 -2.743 -0.21
N 2.791 -0.660 -1.537 -0.04
H 3.467 1.018 1.027 0.06
H 2.418 2.162 1.484 0.09
H 3.602 3.378 -0.061 0.12
H 3.907 1.923 -0.976 0.10
H 1.284 3.460 -0.739 0.11
H 2.308 3.383 -2.169 0.12
H 0.243 1.923 -1.912 0.11
H 0.887 0.384 -3.358 0.09
H 1.895 1.779 -3.726 0.12
H 3.098 -0.447 -3.629 0.12
H 3.813 0.804 -2.658 0.11
H 2.779 -1.645 -1.766 0.07
H 3.609 -0.601 -0.919 0.04
S -5.326 0.720 -4.748 1.05
N -5.348 1.051 -3.172 -0.20
C -4.232 0.549 -2.672 -0.31
C -3.831 0.580 -1.274 -0.08
C -4.665 1.031 -0.251 0.02
C -4.230 0.930 1.050 -0.02
C -2.951 0.429 1.289 -0.11
N -2.133 0.042 0.328 0.10
C -2.574 0.075 -0.933 -0.15
C -1.717 -0.588 -1.943 -0.13
N -0.542 -1.127 -1.540 0.05
C 0.088 -1.940 -2.386 -0.14
C -0.329 -2.190 -3.688 -0.02
C -1.450 -1.543 -4.143 0.03
C -2.170 -0.740 -3.256 -0.08
C -3.423 -0.100 -3.634 -0.31
N -3.932 -0.080 -4.855 -0.21
H -5.644 1.423 -0.500 0.13
H -4.857 1.232 1.878 0.12
H -2.574 0.349 2.305 0.11
H 0.966 -2.436 -1.997 0.10
H 0.232 -2.871 -4.314 0.12
H -1.815 -1.667 -5.156 0.13
N 0.011 -0.574 3.784 0.14
C -0.076 0.738 3.372 -0.30
C -0.247 1.710 4.375 0.01
C -0.443 3.016 4.021 -0.04
C -0.487 3.362 2.665 -0.05
C -0.277 2.362 1.758 -0.16
N -0.039 1.075 2.083 0.01
C 0.010 -1.776 3.073 -0.32
C 0.360 -2.932 3.769 0.01
C 0.210 -4.144 3.141 -0.02
C -0.313 -4.190 1.852 -0.04
C -0.572 -2.998 1.229 -0.14
N -0.386 -1.792 1.805 0.02
H 0.253 -0.682 4.754 0.15
H -0.241 1.409 5.415 0.12
H -0.581 3.771 4.786 0.12
H -0.673 4.376 2.338 0.11
H -0.284 2.577 0.693 0.10
H 0.763 -2.865 4.771 0.13
H 0.495 -5.054 3.653 0.12
H -0.474 -5.126 1.336 0.11
H -0.943 -2.974 0.213 0.10
O 3.653 -2.907 2.642 -0.40
Se 3.205 -1.783 1.596 0.82
O 2.281 -0.560 2.277 -0.54
O 2.083 -2.332 0.459 -0.55
O 4.394 -1.010 0.781 -0.46
```

Summary:
LUMO level	-3.290	eV
maximum force	1.747	eV Å⁻¹
ΔE to the lowest compared entry with this formula, charge and spin	0.755	eV
orbital gap	7.729	eV
HOMO energy	-11.019	eV
total charge	+1

***

Record 4
A structure of composition C36H31AsCrNO6P2S. Source: the Open Molecules 2025 dataset; level of theory: ωB97M-V/def2-TZVPD.

```
79
Properties=species:S:1:pos:R:3:mulliken_spin:R:1
Cr 0.143 -0.261 -0.245 3.13
C -0.216 2.390 1.624 0.01
P -0.427 2.081 -0.159 -0.03
C -2.173 2.350 -0.548 -0.04
C -2.591 3.408 -1.351 0.00
C -3.937 3.566 -1.647 0.00
C -4.870 2.672 -1.143 0.00
C -4.458 1.616 -0.342 0.01
C -3.114 1.449 -0.048 0.03
C 0.526 3.237 -1.150 0.02
C 1.011 4.433 -0.629 0.00
C 1.741 5.293 -1.437 0.00
C 1.978 4.961 -2.764 0.00
C 1.494 3.768 -3.284 0.00
C 0.774 2.901 -2.480 0.01
C -0.639 1.114 2.299 0.04
C -1.114 0.880 3.558 0.00
C -1.205 -0.536 3.707 0.00
C -0.772 -1.092 2.536 0.03
C -0.493 -2.524 2.179 -0.03
P -0.537 -2.606 0.357 0.08
C 0.763 -3.596 -0.414 -0.11
C 0.597 -4.798 -0.967 -0.01
C 1.551 -5.321 -1.947 0.00
C 2.580 -4.589 -2.368 0.00
C 2.912 -3.228 -1.811 0.01
C 1.864 -2.678 -0.864 0.08
C -2.139 -3.283 -0.130 -0.02
C -2.809 -2.693 -1.199 0.01
C -4.036 -3.197 -1.609 0.00
C -4.593 -4.289 -0.961 0.00
C -3.926 -4.884 0.102 0.00
C -2.704 -4.380 0.519 0.00
N -0.450 -0.088 1.633 -0.14
H -0.795 3.250 1.962 0.00
H 0.849 2.579 1.797 0.01
H -1.868 4.104 -1.757 0.00
H -4.254 4.387 -2.275 0.00
H -5.919 2.795 -1.377 0.00
H -5.181 0.913 0.051 0.00
H -2.801 0.621 0.579 0.00
H 0.827 4.696 0.405 0.00
H 2.124 6.220 -1.031 0.00
H 2.546 5.633 -3.394 0.00
H 1.683 3.507 -4.317 0.00
H 0.404 1.964 -2.885 0.00
H -1.350 1.629 4.297 0.00
H -1.517 -1.076 4.586 0.00
H -1.215 -3.204 2.632 0.00
H 0.508 -2.824 2.501 0.00
H -0.295 -5.379 -0.759 0.00
H 1.384 -6.310 -2.352 0.00
H 3.269 -4.985 -3.105 0.00
H 3.828 -3.366 -1.223 0.00
H 1.336 -1.910 -1.418 -0.04
H -2.363 -1.847 -1.708 0.00
H -4.555 -2.730 -2.436 0.00
H -5.550 -4.679 -1.283 0.00
H -4.359 -5.737 0.608 0.00
H -2.192 -4.848 1.351 0.00
O -0.133 -2.836 -3.576 0.00
As 0.412 -1.158 -3.523 0.02
O -0.083 -0.300 -4.810 0.00
O -0.286 -0.619 -2.073 -0.04
C 2.363 -1.339 -3.553 0.01
C 2.864 -0.463 -4.517 0.00
C 4.212 -0.414 -4.837 0.00
C 5.090 -1.265 -4.198 0.00
C 4.605 -2.144 -3.241 0.00
C 3.259 -2.208 -2.896 0.01
S 3.074 -0.457 0.114 0.00
O 2.402 -2.035 0.296 0.00
O 2.896 0.044 1.458 0.01
O 1.974 0.101 -0.831 -0.03
H -0.699 -2.953 -4.349 0.00
H 2.164 0.179 -5.037 0.00
H 4.560 0.282 -5.588 0.00
H 6.147 -1.246 -4.426 0.00
H 5.300 -2.798 -2.727 0.00
```

Summary:
spin multiplicity	4
LUMO level (spin up / spin down)	-0.587 / 0.177	eV
maximum force	0.692	eV Å⁻¹
ΔE to the lowest compared entry with this formula, charge and spin	1.582	eV
orbital gap (spin up / spin down)	7.173 / 7.936	eV
HOMO energy (spin up / spin down)	-7.760 / -7.760	eV